Molecular formula: C21H41INO6
Method: DFT, wB97M-V/def2-TZVPD

Structure (XYZ):
```
70
Properties=species:S:1:pos:R:3
C 1.24 -4.10 -0.91
C 1.66 -2.80 -0.02
C 1.52 -1.35 -0.80
C 0.02 -1.24 -1.45
C -0.73 0.21 -1.17
C -2.16 0.13 -2.04
C -3.50 0.25 -1.10
C -4.61 -0.95 -1.38
C -4.20 -2.40 -0.73
C -4.23 -3.50 -1.94
C -2.75 -3.89 -2.54
C -2.35 -5.43 -2.07
I -1.03 -6.39 -3.59
C -5.47 -2.88 0.26
C -4.91 -3.00 1.83
N -3.54 -2.74 1.87
C -3.05 -2.48 0.44
H 0.31 -4.60 -0.36
H 2.06 -4.94 -0.99
H 0.84 -3.85 -2.00
H 0.93 -2.75 0.92
H 2.75 -2.99 0.39
H 2.33 -1.34 -1.68
H 1.78 -0.47 -0.07
H -0.64 -2.05 -0.90
H 0.07 -1.40 -2.62
H -0.95 0.28 0.00
H -0.08 1.15 -1.45
H -2.20 -0.89 -2.65
H -2.09 1.00 -2.82
H -3.22 0.36 0.03
H -4.05 1.26 -1.42
H -4.75 -0.98 -2.56
H -5.64 -0.52 -0.96
H -4.74 -4.54 -1.63
H -4.87 -3.13 -2.88
H -2.84 -3.95 -3.73
H -1.91 -3.11 -2.32
H -1.81 -5.47 -1.03
H -3.30 -6.13 -2.03
H -6.32 -2.08 0.40
H -6.07 -3.83 -0.06
H -5.60 -3.27 2.75
H -2.91 -2.71 2.72
H -2.41 -3.45 0.22
H -2.25 -1.63 0.54
C 2.63 2.94 -0.66
O 1.44 3.72 -0.57
C 1.59 4.91 0.06
O 2.63 5.33 0.54
O 0.39 5.54 0.07
C 0.40 6.81 0.72
H 2.39 2.01 -1.18
H 3.40 3.47 -1.23
H 3.00 2.68 0.34
H 1.08 7.50 0.20
H 0.68 6.71 1.77
H -0.61 7.22 0.67
C 8.60 3.44 3.68
O 7.66 4.52 3.65
C 6.38 4.14 3.40
O 6.00 3.00 3.22
O 5.61 5.25 3.40
C 4.22 5.00 3.15
H 9.59 3.86 3.89
H 8.35 2.74 4.48
H 8.63 2.93 2.72
H 3.80 4.36 3.93
H 4.09 4.56 2.16
H 3.70 5.96 3.16
```

The multiplicity is 1. The energy above the lowest of the compared OMol25 structures with the same formula, charge and spin is 704.6 kJ/mol. The charge is +1. The value obtained for the orbital gap is 6.892 eV.

---

Molecular formula: C3H2BrFO
Method: DFT, wB97M-V/def2-TZVPD

Structure (XYZ):
```
8
Properties=species:S:1:pos:R:3
C -0.68 -2.29 -1.10
C -1.31 -1.66 -0.30
C -1.55 -4.77 -1.03
O -2.61 -5.09 -1.14
F -2.28 -1.00 0.21
Br -3.32 1.88 0.42
H -0.07 -2.89 -1.68
H -2.17 0.79 0.42
```

The multiplicity is 1. The energy above the lowest of the compared OMol25 structures with the same formula, charge and spin is 294.0 kJ/mol. The charge is 0. The value obtained for the orbital gap is 11.051 eV.

---

Molecular formula: C4H7BrN2
Method: DFT, wB97M-V/def2-TZVPD

Structure (XYZ):
```
14
Properties=species:S:1:pos:R:3
C 1.20 -0.23 0.58
C 0.01 0.47 -0.10
C 1.18 -1.68 0.28
C -1.92 1.75 -0.27
N 0.26 -2.27 -0.32
N -0.75 1.35 0.44
Br 2.83 0.71 -0.08
H 1.32 -0.20 1.62
H -0.11 0.02 -1.10
H 2.19 -2.29 0.45
H -2.10 2.84 0.10
H -1.83 1.59 -1.46
H -2.81 1.21 0.25
H 0.51 -3.29 -0.39
```

The multiplicity is 1. The energy above the lowest of the compared OMol25 structures with the same formula, charge and spin is 81.8 kJ/mol. The charge is 0. The value obtained for the orbital gap is 10.014 eV.